[1]
Density functional theory data (ωB97M-V with the def2-TZVPD basis set) for 2 unconnected molecules or ions with the total composition C11H11N in a non-equilibrium geometry.

Output
energy relative to the best compared isomer or geometry (same formula, charge and spin) = 2.890 eV
max |F| = 5.82 eV/A
Kohn-Sham gap = 0.3562 Eh
E = -13072.9884 eV
SMILES = c1ccccc1.c1ccncc1

Bonds (Å) are listed after each position.
Element x y z (Å)
1 C 0.51 -0.24 2.53  C2 1.389, C6 1.358, H7 1.063
2 C -0.12 0.83 1.91  C1 1.389, C3 1.405, H8 1.114
3 C -1.43 0.68 1.43  C2 1.405, C4 1.442, H9 1.107
4 C -2.10 -0.58 1.65  C3 1.442, C5 1.344, H10 1.110
5 C -1.46 -1.61 2.24  C4 1.344, C6 1.383, H11 1.133
6 C -0.19 -1.39 2.73  C1 1.358, C5 1.383, H12 1.114
7 H 1.50 -0.26 2.92  C1 1.063
8 H 0.46 1.75 1.66  C2 1.114
9 H -1.89 1.61 1.06  C3 1.107
10 H -3.16 -0.65 1.34  C4 1.110
11 H -1.96 -2.61 2.40  C5 1.133
12 H 0.23 -2.26 3.29  C6 1.114
13 C 1.54 1.18 -3.10  C14 1.412, C18 1.441, H19 1.022
14 C 0.71 1.67 -2.06  C13 1.412, C15 1.405, H20 1.034
15 C 0.21 0.82 -1.06  C14 1.405, N16 1.392, H21 1.094
16 N -0.05 -0.53 -1.32  C15 1.392, C17 1.271
17 C 0.70 -0.92 -2.27  N16 1.271, C18 1.337, H22 1.142
18 C 1.44 -0.26 -3.15  C13 1.441, C17 1.337, H23 1.147
19 H 1.94 1.85 -3.76  C13 1.022
20 H 0.53 2.68 -1.99  C14 1.034
21 H -0.42 1.21 -0.26  C15 1.094
22 H 0.85 -2.03 -2.46  C17 1.142
23 H 2.18 -0.94 -3.71  C18 1.147

=====

[2]
Density functional theory data (ωB97M-V with the def2-TZVPD basis set) for a single C10H14N2 molecule in a non-equilibrium geometry.

Output
energy relative to the best compared isomer or geometry (same formula, charge and spin) = 2.734 eV
max |F| = 5.59 eV/A
Kohn-Sham gap = 0.3156 Eh
E = -13574.4531 eV
SMILES = CC1(C)CN(N)c2ccccc21

Bonds (Å) are listed after each position.
Element x y z (Å)
1 C 1.76 0.82 1.10  C2 1.565, H13 1.092, H14 1.034, H15 1.051
2 C 0.95 0.24 -0.11  C1 1.565, C3 1.513, C4 1.586, C12 1.516
3 C 1.63 0.72 -1.37  C2 1.513, H16 1.111, H17 1.051, H18 1.029
4 C 0.88 -1.33 0.02  C2 1.586, N5 1.701, H19 1.194, H20 1.178
5 N -0.70 -1.82 -0.38  C4 1.701, N6 1.414, C7 1.365
6 N -0.99 -3.05 0.25  N5 1.414, H21 1.008, H22 1.036
7 C -1.36 -0.66 -0.13  N5 1.365, C8 1.351, C12 1.429
8 C -2.71 -0.53 -0.13  C7 1.351, C9 1.382, H23 1.005
9 C -3.29 0.69 0.11  C8 1.382, C10 1.341, H24 1.034
10 C -2.54 1.81 0.13  C9 1.341, C11 1.424, H25 1.075
11 C -1.14 1.77 -0.13  C10 1.424, C12 1.397, H26 1.074
12 C -0.54 0.51 -0.13  C2 1.516, C7 1.429, C11 1.397
13 H 2.82 0.83 0.84  C1 1.092
14 H 1.40 0.49 2.01  C1 1.034
15 H 1.62 1.86 1.00  C1 1.051
16 H 1.73 0.01 -2.22  C3 1.111
17 H 2.60 1.10 -1.24  C3 1.051
18 H 1.11 1.46 -1.86  C3 1.029
19 H 1.65 -1.96 -0.65  C4 1.194
20 H 1.02 -1.74 1.12  C4 1.178
21 H -0.75 -3.83 -0.35  N6 1.008
22 H -0.47 -3.10 1.15  N6 1.036
23 H -3.20 -1.41 -0.18  C8 1.005
24 H -4.32 0.83 0.20  C9 1.034
25 H -2.83 2.83 0.27  C10 1.075
26 H -0.76 2.78 -0.15  C11 1.074

=====

[3]
Density functional theory data (ωB97M-V with the def2-TZVPD basis set) for 2 unconnected molecules or ions with the total composition C19H24F8O2P in a non-equilibrium geometry.

Output
max |F| = 4.23 eV/A
Kohn-Sham gap = 0.2853 Eh
net charge = +1
E = -55202.9699 eV

Bonds (Å) are listed after each position.
Element x y z (Å)
1 C 6.61 -2.20 1.65  C2 1.220, H17 1.116
2 C 6.75 -1.03 1.33  C1 1.220, C3 1.571
3 C 6.56 0.44 0.80  C2 1.571, P4 1.879, H18 1.128, H19 1.139
4 P 6.17 0.42 -1.03  C3 1.879, C5 1.887, H20 1.440, H21 1.433
5 C 4.34 0.15 -1.38  P4 1.887, O6 1.435, H22 1.139, H23 1.136
6 O 3.67 -0.11 -0.14  C5 1.435, C7 1.425
7 C 2.35 0.42 -0.13  O6 1.425, C8 1.516, C13 1.511
8 C 1.25 -0.51 -0.61  C7 1.516, C9 1.496, H24 1.124
9 C -0.14 0.03 -0.64  C8 1.496, C10 1.597, C11 1.508
10 C -1.28 -0.95 -1.19  C9 1.597, H25 1.124, H26 1.140, H27 1.129
11 C -0.43 1.44 -0.19  C9 1.508, C12 1.517, H28 1.131
12 C 0.66 2.38 0.29  C11 1.517, C13 1.505, H29 1.122
13 C 2.07 1.84 0.30  C7 1.511, C12 1.505, C14 1.580
14 C 3.30 2.73 0.73  C13 1.580, C15 1.626, C16 1.595, H30 1.128
15 C 3.38 3.93 -0.36  C14 1.626, H31 1.127, H32 1.132, H33 1.139
16 C 3.15 3.42 2.17  C14 1.595, H34 1.140, H35 1.144, H36 1.126
17 H 6.41 -3.28 1.81  C1 1.116
18 H 5.76 0.93 1.44  C3 1.128
19 H 7.52 1.03 0.98  C3 1.139
20 H 6.56 1.64 -1.70  P4 1.440
21 H 6.90 -0.68 -1.61  P4 1.433
22 H 4.22 -0.76 -2.05  C5 1.139
23 H 3.92 1.06 -1.92  C5 1.136
24 H 1.53 -1.56 -0.91  C8 1.124
25 H -1.90 -1.35 -0.35  C10 1.124
26 H -1.88 -0.32 -1.93  C10 1.140
27 H -0.79 -1.77 -1.79  C10 1.129
28 H -1.48 1.86 -0.23  C11 1.131
29 H 0.40 3.43 0.58  C12 1.122
30 H 4.29 2.19 0.66  C14 1.128
31 H 4.39 4.42 -0.40  C15 1.127
32 H 2.54 4.64 -0.10  C15 1.132
33 H 3.08 3.44 -1.35  C15 1.139
34 H 2.98 4.54 2.06  C16 1.140
35 H 4.18 3.33 2.67  C16 1.144
36 H 2.42 2.92 2.86  C16 1.126
37 C -5.84 -3.40 -0.75  C38 1.541, O44 1.431, H51 1.092, H52 1.093
38 C -4.55 -2.74 -0.22  C37 1.541, C39 1.529, F42 1.355, F43 1.368
39 C -4.49 -2.49 1.28  C38 1.529, F40 1.345, F41 1.360, H53 1.093
40 F -5.47 -1.68 1.72  C39 1.345
41 F -3.31 -1.88 1.60  C39 1.360
42 F -4.33 -1.60 -0.92  C38 1.355
43 F -3.52 -3.58 -0.54  C38 1.368
44 O -6.86 -2.54 -1.28  C37 1.431, C45 1.408
45 C -7.73 -1.93 -0.36  O44 1.408, C46 1.531, F49 1.348, F50 1.351
46 C -7.56 -0.41 -0.30  C45 1.531, F47 1.353, F48 1.353, H54 1.091
47 F -6.28 -0.06 -0.02  C46 1.353
48 F -8.34 0.13 0.66  C46 1.353
49 F -7.60 -2.52 0.85  C45 1.348
50 F -8.98 -2.21 -0.78  C45 1.351
51 H -5.55 -4.01 -1.60  C37 1.092
52 H -6.26 -4.11 -0.03  C37 1.093
53 H -4.54 -3.43 1.84  C39 1.093
54 H -7.82 0.05 -1.26  C46 1.091

=====

[4]
Density functional theory data (ωB97M-V with the def2-TZVPD basis set) for 2 unconnected molecules or ions with the total composition C3H4F2 in a non-equilibrium geometry.

Output
energy relative to the best compared isomer or geometry (same formula, charge and spin) = 5.980 eV
max |F| = 6.30 eV/A
Kohn-Sham gap (spin up / spin down) = 0.3219 / 0.2897 Eh
E = -8604.1345 eV

Bonds (Å) are listed after each position.
Element x y z (Å)
1 C 1.54 -0.99 0.16  F4 1.350, H6 1.018
2 C 0.06 0.56 -0.28  C3 1.474, F5 1.329
3 C -1.35 0.28 0.04  C2 1.474, H7 1.123, H8 1.145, H9 1.103
4 F 2.81 -0.52 0.10  C1 1.350
5 F 0.48 1.79 0.01  C2 1.329
6 H 1.28 -1.72 -0.50  C1 1.018
7 H -1.66 -0.80 -0.05  C3 1.123
8 H -1.40 0.37 1.18  C3 1.145
9 H -1.76 1.03 -0.65  C3 1.103

=====

[5]
Density functional theory data (ωB97M-V with the def2-TZVPD basis set) for a single C6H10N3P molecule in a non-equilibrium geometry.

Output
energy relative to the best compared isomer or geometry (same formula, charge and spin) = 0.000 eV
max |F| = 4.61 eV/A
Kohn-Sham gap (spin up / spin down) = 0.3061 / 0.3287 Eh
spin multiplicity = 3
E = -20137.9284 eV

Bonds (Å) are listed after each position.
Element x y z (Å)
1 C 0.63 -0.61 0.35  C3 1.474, N7 1.345, N9 1.348
2 C 0.98 1.40 -0.14  C6 1.502, N7 1.313, N8 1.354
3 C 0.92 -2.06 0.35  C1 1.474, C4 1.542, H11 1.069, H12 1.132
4 C 0.05 -2.72 -0.74  C3 1.542, H13 1.056, H14 1.144
5 C -1.80 -0.41 0.28  N9 1.350, P10 1.848, H15 1.141
6 C 1.73 2.71 -0.20  C2 1.502, H16 0.992, H17 1.048, H18 1.043
7 N 1.61 0.29 0.16  C1 1.345, C2 1.313
8 N -0.37 1.35 -0.06  C2 1.354, N9 1.337
9 N -0.53 0.04 0.17  C1 1.348, C5 1.350, N8 1.337
10 P -3.17 0.78 -0.03  C5 1.848, H19 1.391, H20 1.369
11 H 1.89 -2.32 -0.01  C3 1.069
12 H 0.59 -2.40 1.38  C3 1.132
13 H 0.41 -2.51 -1.70  C4 1.056
14 H -0.31 -3.77 -0.43  C4 1.144
15 H -2.18 -1.45 -0.01  C5 1.141
16 H 1.57 3.22 -1.03  C6 0.992
17 H 1.61 3.39 0.58  C6 1.048
18 H 2.75 2.53 -0.31  C6 1.043
19 H -2.53 1.98 0.28  P10 1.391
20 H -3.86 0.54 1.12  P10 1.369